Record 1
The following is a quantum chemistry calculation of a 2-piece molecular cluster, C2H6O2 overall, from the OMol25 dataset.

```
10
Properties=species:S:1:pos:R:3:forces:R:3:lowdin_charge:R:1
H 0.328077 1.168161 -0.670456 -0.10 -0.04 0.14 0.03
H 1.055938 -1.192514 -0.028495 -0.12 0.07 0.05 0.09
O 1.305731 0.854807 -0.720049 0.11 0.12 0.13 -0.07
H 0.463766 -0.261823 1.457751 -0.03 0.01 -0.15 0.10
H -1.845935 -0.885370 0.663758 0.11 0.04 -0.06 0.12
H -1.258831 -0.917586 -1.026080 0.00 0.12 0.12 0.12
C -1.100310 -0.465270 -0.032710 0.14 -0.28 0.08 -0.39
O -1.010951 0.912684 -0.008289 -0.11 0.25 -0.18 -0.22
C 0.279449 -0.603993 0.445919 0.02 -0.19 0.02 0.14
H 1.762968 1.421062 -0.081536 -0.03 -0.11 -0.15 0.07
```
Forces are in eV/Å.

The value obtained for the energy above the lowest of the compared OMol25 structures with the same formula, charge and spin is 3.868 eV. For the HOMO-LUMO gap (spin up / spin down), the calculation gives 0.317 / 0.317 hartree. Its charge is 0. As for the total energy: -6262.387 eV.

***

Record 2
The following is a quantum chemistry calculation of a 3-piece molecular cluster, C2H6O2 overall, from the OMol25 dataset.

```
10
Properties=species:S:1:pos:R:3:forces:R:3:lowdin_charge:R:1
H -0.778450 -1.018190 -1.058291 -0.54 0.19 -0.54 0.06
C 0.124449 -0.426344 -1.081753 1.22 -0.65 2.29 0.08
H -2.556717 -0.035135 1.308735 -1.39 -0.56 2.70 -0.08
H 1.081441 -0.985878 -0.905247 -0.75 0.65 -0.79 0.07
O -2.097837 0.058454 0.521015 1.96 0.50 -3.17 -0.16
O 1.906877 -0.458589 0.840969 -0.65 0.92 -3.58 -0.15
H 0.952407 1.693831 -0.748144 -0.62 -1.91 -0.54 0.11
H 2.099247 -0.709082 1.706302 0.07 -0.51 2.81 -0.07
H -0.753673 1.396618 -0.274973 -0.01 -0.96 -0.46 0.06
C 0.122788 0.902829 -0.738956 0.70 2.33 1.29 0.07
```
Forces are in eV/Å.

The value obtained for the energy above the lowest of the compared OMol25 structures with the same formula, charge and spin is 9.926 eV. For the HOMO-LUMO gap, the calculation gives 0.165 hartree. Its charge is 0. As for the total energy: -6256.329 eV.

***

Record 3
The following is a quantum chemistry calculation of C2H6O2P as an isolated structure, from the OMol25 dataset.

```
11
Properties=species:S:1:pos:R:3:forces:R:3:lowdin_charge:R:1
C -1.059637 0.587235 -2.059029 1.06 1.06 0.15 -0.12
H -0.262664 0.989580 -2.837610 -1.56 -0.42 1.39 0.17
P 1.495288 -0.786436 -0.454346 -0.41 -0.37 -5.52 1.11
O 1.448413 -0.658035 0.984518 -0.74 0.54 3.93 -0.51
O -0.495916 0.351169 -0.836505 1.65 -0.77 0.42 -0.19
H 1.208380 0.420875 2.616960 -1.39 -0.75 -0.47 0.14
H -1.287167 -0.412201 -2.459674 -0.41 -0.12 -0.22 0.13
H 0.715648 -1.220258 2.770541 -0.42 -1.03 0.37 0.09
H -0.439335 -0.075363 1.917089 0.73 -0.45 -0.50 0.11
H -1.920157 1.203540 -1.752652 0.00 -0.09 -1.54 0.11
C 0.597147 -0.400108 2.110708 1.48 2.40 1.98 -0.03
```
Forces are in eV/Å.

As for the multiplicity: 3. The value obtained for the energy above the lowest of the compared OMol25 structures with the same formula, charge and spin is 0.526 eV. For the HOMO-LUMO gap (spin up / spin down), the calculation gives 0.271 / 0.309 hartree. Its charge is +1. As for the total energy: -15542.867 eV.

***

Record 4
The following is a quantum chemistry calculation of C2H6O2Rb as an isolated structure, from the OMol25 dataset.

```
11
Properties=species:S:1:pos:R:3:forces:R:3:lowdin_charge:R:1
O -15.051349 -14.635262 -18.502392 -0.20 -0.10 -0.14 -0.21
H -14.283017 -14.857977 -17.967044 0.04 0.09 0.10 0.10
C -16.119745 -15.531252 -18.143758 -0.03 -0.10 -0.14 -0.23
H -16.429899 -15.409098 -17.105782 0.11 0.09 0.03 0.14
H -17.421404 -17.862985 -18.882960 0.04 0.01 0.02 0.10
H -14.904699 -17.267238 -17.767402 0.04 -0.03 0.02 0.13
O -16.793921 -17.862428 -18.153510 0.07 0.10 0.19 -0.03
Rb -15.281078 -13.725301 -21.192051 0.05 0.04 0.11 1.02
H -15.395054 -17.082380 -19.458399 0.14 0.10 0.07 0.12
H -16.978877 -15.266801 -18.766699 0.03 0.10 0.01 0.12
C -15.728958 -16.973248 -18.417242 -0.27 -0.29 -0.26 -0.25
```
Forces are in eV/Å.

The value obtained for the energy above the lowest of the compared OMol25 structures with the same formula, charge and spin is 0.566 eV. For the HOMO-LUMO gap, the calculation gives 0.355 hartree. Its charge is +1. As for the total energy: -6915.803 eV.

***

Record 5
The following is a quantum chemistry calculation of an isolated ion of composition C2H6O3P2 and charge -2, from the OMol25 dataset.

```
13
Properties=species:S:1:pos:R:3:forces:R:3:lowdin_charge:R:1
H 1.134526 -0.181381 -1.708639 0.52 -0.39 0.48 -0.04
C 0.154559 0.230723 -1.879512 -0.98 0.03 -0.17 -0.36
P -0.129210 1.815581 -0.798128 0.12 -1.31 0.45 0.41
O -1.484138 -0.125842 2.650934 -2.51 -1.23 1.38 -0.60
O -1.343503 2.487768 -1.415012 -0.21 0.18 -0.19 -0.63
H 0.231207 0.677851 -2.872116 -0.37 -0.23 -0.46 -0.04
H -0.159459 -1.652174 0.824431 1.12 0.16 0.59 0.01
H -0.639599 -0.600097 -1.805952 0.98 1.37 -0.13 0.03
O -0.688782 0.873713 0.489104 -0.11 0.20 -0.05 -0.71
H 0.973786 -1.853764 2.298164 -0.17 0.78 -0.98 -0.01
C 0.678712 -1.177935 1.434210 -0.64 -0.42 -0.48 -0.37
P -0.257124 0.401226 2.034012 2.92 1.27 -1.20 0.32
H 1.529024 -0.895669 0.748505 -0.66 -0.42 0.76 -0.01
```
Forces are in eV/Å.

The SMILES is CP([O-])OP(C)[O-]. The value obtained for the energy above the lowest of the compared OMol25 structures with the same formula, charge and spin is 0.000 eV. For the HOMO-LUMO gap, the calculation gives 0.226 hartree. Its charge is -2. As for the total energy: -26891.888 eV.

***

Record 6
The following is a quantum chemistry calculation of C2H6O3S as an isolated structure, from the OMol25 dataset.

```
12
Properties=species:S:1:pos:R:3:forces:R:3:lowdin_charge:R:1
H 0.370463 -0.410923 1.953485 1.51 -0.04 0.46 0.07
C -0.245117 -0.107788 0.117060 1.76 0.57 0.62 -0.89
O -0.417905 -0.369374 1.453142 -2.46 0.29 -0.26 0.00
O 2.796610 -0.554187 0.033458 -1.54 3.30 -0.56 -0.36
C -1.377852 0.674430 -0.546364 0.21 -0.34 0.46 -0.06
H 3.517142 -0.112583 -0.501077 -1.21 -0.56 0.71 0.00
H 0.918238 -1.622999 -0.361969 0.52 0.31 0.43 0.09
S 1.313267 1.168888 0.054829 1.82 -3.30 -0.28 0.83
H -2.405834 0.182039 -0.297617 1.91 0.80 -0.95 0.13
H -1.357618 1.692558 -0.098722 -0.27 -0.57 -0.31 0.08
O 0.077476 -1.214034 -0.577824 -0.84 -0.31 -1.27 0.01
H -0.984678 0.742833 -1.604899 -1.41 -0.14 0.94 0.10
```
Forces are in eV/Å.

The value obtained for the energy above the lowest of the compared OMol25 structures with the same formula, charge and spin is 3.062 eV. For the HOMO-LUMO gap, the calculation gives 0.288 hartree. Its charge is 0. As for the total energy: -19145.942 eV.

***

Record 7
The following is a quantum chemistry calculation of one molecule with the formula C2H6O3S2, from the OMol25 dataset.

```
13
Properties=species:S:1:pos:R:3:forces:R:3:lowdin_charge:R:1
O -2.239440 -1.502644 0.204532 -0.18 -3.07 2.14 -0.46
H -3.492206 1.446736 -0.219952 -1.16 -0.20 0.12 0.02
O 1.833101 0.684817 0.239667 1.35 0.24 -0.54 -0.45
H -3.059513 0.793817 1.515159 0.13 0.19 -1.72 0.09
H 0.388623 -2.058605 -0.626099 -0.06 -0.39 -1.68 0.02
S -2.013006 -0.312113 -0.511438 0.23 4.06 -1.88 0.83
O -0.437448 0.193262 -0.480163 0.16 -0.62 0.20 -0.66
S 0.757462 -0.136800 0.705892 -1.89 -0.85 0.73 0.87
C 0.982071 -1.906797 0.222306 2.51 0.79 1.34 -0.21
H 0.610609 -2.569535 0.974792 -0.60 0.00 0.86 0.04
H -2.103973 1.962577 0.512844 0.62 -0.35 0.09 0.04
H 2.108801 -2.112728 0.240332 -1.58 0.43 -0.83 0.09
C -2.742726 1.082026 0.455804 0.47 -0.23 1.16 -0.22
```
Forces are in eV/Å.

The value obtained for the energy above the lowest of the compared OMol25 structures with the same formula, charge and spin is 1.848 eV. For the HOMO-LUMO gap, the calculation gives 0.367 hartree. Its charge is 0. As for the total energy: -29981.744 eV.

***

Record 8
The following is a quantum chemistry calculation of C2H6O3Zn as an isolated structure, from the OMol25 dataset.

```
12
Properties=species:S:1:pos:R:3:forces:R:3:lowdin_charge:R:1
O -1.780436 -1.869440 -1.821180 -0.52 -0.55 -0.30 -0.34
O 0.822036 -0.037064 -0.964156 1.67 0.38 0.07 -0.37
C 0.659583 0.498815 1.402821 -0.09 -0.10 0.13 -0.11
O -2.716796 -0.705061 -1.725815 -0.92 0.28 -0.13 -0.22
C 1.496912 0.482059 0.129963 0.30 0.63 0.50 -0.41
H 0.352725 -0.523304 1.673370 0.08 0.26 -0.06 0.07
H 1.225116 0.923970 2.245783 -0.17 -0.11 -0.22 0.07
H 2.418064 -0.104788 0.322085 -0.38 0.07 -0.22 0.11
H 1.837547 1.516441 -0.081623 -0.11 -0.31 0.03 0.11
H -0.248881 1.104863 1.257107 0.22 -0.10 0.04 0.06
Zn -0.783261 -0.360900 -1.463173 -0.09 -0.37 0.15 0.93
H -3.282611 -0.925591 -0.975183 0.02 -0.09 0.01 0.09
```
Forces are in eV/Å.

For the HOMO-LUMO gap, the calculation gives 0.347 hartree. Its charge is 0. As for the total energy: -56727.954 eV.

***

Record 9
The following is a quantum chemistry calculation of one molecule with the formula C2H6O5, from the OMol25 dataset.

```
13
Properties=species:S:1:pos:R:3:forces:R:3:lowdin_charge:R:1
O -1.400539 -1.141430 0.396127 1.01 -1.92 0.19 0.06
O 0.812254 0.410452 -1.329566 -0.07 0.01 -0.40 0.09
H 1.596028 -1.556427 -0.453490 1.86 -0.66 -2.57 0.09
C -0.852426 0.078962 0.368812 -0.76 4.66 3.37 -0.42
H 0.031784 0.882988 -1.653885 0.53 0.29 0.20 0.10
H 1.285562 1.073885 1.633336 -0.52 -0.19 0.38 0.10
O 1.072538 -1.184214 0.190677 -1.88 -0.97 3.00 0.07
O -1.497723 0.969395 -0.510271 -0.27 1.18 2.34 0.04
H -1.573651 0.484338 -1.273989 -1.08 -1.79 -3.25 0.05
H -0.601329 -1.764079 0.517588 -1.46 0.98 -0.41 0.15
H -1.017171 0.753015 1.381444 0.59 -2.01 -1.73 0.21
C 0.621467 0.105419 0.004005 2.50 -0.64 -0.56 -0.63
O 1.523210 0.887690 0.729212 -0.43 1.06 -0.57 0.09
```
Forces are in eV/Å.

The SMILES is OC(O)C(O)(O)O. The value obtained for the energy above the lowest of the compared OMol25 structures with the same formula, charge and spin is 0.891 eV. For the HOMO-LUMO gap, the calculation gives 0.419 hartree. Its charge is 0. As for the total energy: -12407.605 eV.

***

Record 10
The following is a quantum chemistry calculation of a 2-piece molecular cluster, C2H6OP2 overall, from the OMol25 dataset.

```
11
Properties=species:S:1:pos:R:3:forces:R:3:lowdin_charge:R:1
H 2.600490 0.259323 -1.147620 -0.08 -0.11 -0.98 -0.11
H -3.280543 -0.812375 0.557238 -0.02 -1.99 1.19 -0.26
P 2.539935 0.729964 0.143605 0.65 -0.22 0.70 0.85
O 0.377079 -1.090232 -0.124611 0.34 -1.39 -0.56 -0.06
C -0.234566 0.073920 -0.376882 -1.19 0.79 1.46 -0.24
H -0.148982 0.565788 -1.297563 -0.49 0.27 -1.67 0.06
H 0.637053 0.124117 1.549695 0.26 -0.08 0.39 0.09
P -2.978358 0.486214 0.399216 2.20 1.44 0.61 0.66
C 0.924397 0.069537 0.510744 -2.25 0.88 0.87 -0.65
H 2.965453 -0.526545 0.609214 0.98 0.01 0.18 -0.08
H -3.401953 0.120292 -0.823040 -0.40 0.39 -2.20 -0.27
```
Forces are in eV/Å.

The value obtained for the energy above the lowest of the compared OMol25 structures with the same formula, charge and spin is 4.377 eV. For the HOMO-LUMO gap (spin up / spin down), the calculation gives 0.293 / 0.304 hartree. Its charge is 0. As for the total energy: -22790.430 eV.

***

Record 11
The following is a quantum chemistry calculation of one molecule with the formula C2H6OP2, from the OMol25 dataset.

```
11
Properties=species:S:1:pos:R:3:forces:R:3:lowdin_charge:R:1
P 0.822611 -1.262929 -0.701565 0.69 -1.08 0.78 0.13
H 1.097908 0.792520 -1.954595 0.12 0.26 0.20 0.07
H 0.711053 -1.364516 0.696266 -0.25 -0.07 0.14 -0.05
C 0.649927 0.515831 -0.995319 -1.60 -0.15 -1.42 -0.30
O -0.518385 1.148804 -0.847343 1.15 0.21 -0.15 -0.20
H -0.681062 0.979073 1.209966 -0.06 0.03 -0.12 0.10
C -1.250983 0.782697 0.297039 -0.46 -0.29 0.63 -0.11
H -1.495950 -0.289661 0.246117 -0.07 0.20 -0.04 0.06
H 2.224667 -1.299462 -0.735989 0.20 -0.02 -0.19 -0.04
H -2.165555 1.371742 0.293674 0.07 -0.05 0.00 0.10
P -0.289017 -2.395266 -1.952864 0.21 0.96 0.18 0.24
```
Forces are in eV/Å.

The value obtained for the energy above the lowest of the compared OMol25 structures with the same formula, charge and spin is 3.543 eV. For the HOMO-LUMO gap (spin up / spin down), the calculation gives 0.214 / 0.214 hartree. Its charge is 0. As for the total energy: -22791.264 eV.

***

Record 12
The following is a quantum chemistry calculation of a 2-piece molecular cluster, C2H6OS overall, from the OMol25 dataset.

```
10
Properties=species:S:1:pos:R:3:forces:R:3:lowdin_charge:R:1
C -1.131507 -1.445305 0.334771 0.56 1.04 -0.50 -0.07
H -2.134478 -1.779819 0.337718 -0.77 -0.55 0.02 0.04
C -0.843661 -0.187972 0.043017 -0.25 1.18 1.05 -0.60
H 2.991206 1.126695 -0.234888 -1.62 -0.57 1.38 0.09
H 1.525292 1.442654 0.120486 -0.51 0.73 -0.26 0.00
S -1.996536 1.158131 -0.122013 -0.75 -0.74 -0.54 0.68
H -0.314665 -2.075286 0.572219 0.43 -0.83 0.15 0.05
H 0.153685 0.249852 0.196507 -0.49 -0.79 -0.41 0.01
H -3.159499 0.442333 -0.368914 0.99 0.47 0.24 -0.11
O 2.234550 0.877283 0.390166 2.39 0.07 -1.13 -0.08
```
Forces are in eV/Å.

The SMILES is C=CS.O. The value obtained for the energy above the lowest of the compared OMol25 structures with the same formula, charge and spin is 0.641 eV. For the HOMO-LUMO gap, the calculation gives 0.346 hartree. Its charge is 0. As for the total energy: -15052.791 eV.